Record 1
{"formula": "C46H120N4O16", "method": "wB97M-V/def2-TZVPD", "elements": ["H", "C", "H", "H", "C", "O", "H", "H", "H", "C", "H", "H", "C", "H", "H", "H", "H", "C", "H", "H", "H", "C", "H", "H", "H", "H", "H", "O", "O", "C", "H", "H", "H", "H", "H", "H", "H", "H", "H", "H", "H", "H", "H", "C", "H", "H", "H", "H", "H", "H", "H", "H", "H", "H", "C", "H", "H", "O", "C", "H", "H", "H", "H", "O", "C", "C", "N", "C", "C", "H", "H", "H", "H", "O", "H", "H", "H", "C", "H", "H", "C", "H", "O", "C", "H", "C", "C", "H", "O", "C", "H", "H", "C", "C", "H", "C", "H", "H", "H", "H", "H", "H", "H", "C", "C", "H", "H", "H", "H", "O", "H", "H", "H", "C", "H", "C", "H", "C", "H", "C", "O", "C", "H", "O", "H", "H", "C", "H", "N", "C", "C", "H", "C", "C", "C", "H", "H", "C", "H", "H", "H", "H", "H", "H", "H", "H", "H", "H", "H", "H", "H", "H", "O", "H", "H", "H", "H", "C", "H", "H", "C", "H", "O", "N", "C", "H", "O", "C", "C", "H", "H", "C", "H", "C", "H", "H", "O", "O", "C", "H", "C", "N", "H", "H", "H", "H"], "positions_angstrom": [[-1.95, 1.54, 4.89], [-3.96, -3.56, 1.95], [2.38, -6.96, -2.43], [-0.31, 3.28, 3.36], [-6.72, -2.33, -0.25], [6.51, -5.27, -0.96], [-2.69, 1.59, -2.46], [-6.33, -2.68, 1.84], [5.84, 0.56, 3.79], [0.11, 6.95, -4.00], [0.51, 7.11, 5.85], [1.76, -3.14, 2.44], [-7.53, -3.74, -2.10], [5.30, -1.21, -1.10], [-3.31, -1.77, -1.57], [1.45, 3.62, 3.70], [-1.55, 5.94, -2.19], [0.06, -0.42, -0.23], [2.76, 8.01, 5.13], [-0.99, 0.42, -1.67], [1.95, 0.44, 5.47], [4.78, 0.30, 3.87], [4.89, -4.27, -2.76], [4.08, 9.60, 3.90], [-0.44, 7.75, -3.49], [1.00, -2.28, -3.42], [-4.64, -3.79, 2.76], [-0.18, 0.55, -1.18], [-4.84, -3.43, 0.76], [-4.21, 1.61, 1.68], [7.62, -0.97, -1.78], [0.40, 4.08, -0.18], [-7.69, -2.48, 0.20], [2.50, -2.92, 4.84], [6.92, -3.48, -1.89], [-1.51, -5.49, -0.24], [5.30, 1.07, 1.17], [-8.06, -4.54, -1.58], [0.56, 7.38, -4.89], [4.32, 1.19, 4.31], [-3.29, -4.40, 1.81], [-4.11, 4.47, -1.90], [-0.17, 4.74, -2.15], [2.24, -6.09, -1.79], [6.29, 1.63, -1.60], [-1.18, -3.81, 0.21], [7.91, 0.41, -2.80], [-7.05, -4.35, -2.88], [7.51, 0.86, 0.39], [6.70, -3.42, -0.13], [-0.62, -4.31, 3.87], [-10.73, -2.17, -3.42], [-7.95, -1.89, -3.03], [-4.09, 0.30, -1.45], [4.54, -1.17, 1.83], [-1.66, 3.19, -1.21], [1.33, 1.94, 5.73], [1.51, -4.60, -4.58], [-3.83, 0.09, -2.49], [4.72, -0.60, 4.47], [1.11, 1.21, 4.11], [2.89, -4.24, -1.65], [-6.82, -1.33, -0.67], [2.49, 3.47, -3.82], [-4.86, 0.70, -3.46], [0.11, 5.13, 4.05], [-2.36, 3.35, -1.92], [0.76, 7.34, 4.81], [4.14, 0.14, 2.49], [-5.36, -1.38, 1.01], [3.28, 1.70, -2.95], [2.01, 0.49, 0.17], [4.26, -2.03, 2.44], [2.26, 8.56, 3.29], [1.02, -1.85, -6.42], [2.84, -3.32, -5.52], [4.93, -0.33, -2.51], [0.87, -2.92, -6.30], [1.82, -0.85, 1.12], [0.31, -6.69, -1.21], [1.81, -3.31, -5.16], [-4.57, -2.03, -2.62], [-0.51, 5.69, -4.01], [-5.80, -2.37, 0.94], [-4.74, 1.76, -3.65], [-8.49, -2.81, -2.78], [2.38, 2.24, -3.23], [1.60, 9.32, 5.20], [0.60, -1.91, 3.61], [-10.28, -2.72, -4.24], [1.75, 2.17, -2.35], [2.85, -2.59, -3.40], [1.84, -3.70, 4.46], [-3.66, -1.45, -2.55], [-0.80, -3.44, 2.35], [5.14, -5.38, -1.03], [3.97, -1.18, 0.90], [-0.19, -2.99, -6.09], [0.42, -1.84, 4.55], [-9.91, -2.08, -5.04], [0.35, -1.30, -0.80], [-0.44, 1.26, 6.65], [-4.52, 2.36, 2.41], [1.07, 1.03, 5.19], [6.45, 0.64, -1.19], [4.37, 0.29, -0.93], [-4.78, 0.23, -4.44], [-1.02, 3.81, 0.93], [1.24, -4.14, 5.26], [-3.51, 2.36, 0.66], [-0.24, 4.70, 4.99], [0.98, 0.58, 1.51], [2.51, -6.39, -0.78], [-1.90, 4.11, -3.09], [1.02, 6.76, -3.42], [-1.35, 0.63, 4.77], [8.17, -4.09, -0.78], [5.19, -0.19, -1.47], [2.09, -1.33, -4.28], [-3.50, 3.94, -1.18], [0.80, 4.50, 1.81], [-0.12, -4.06, 2.93], [-0.83, 5.55, 3.69], [-0.10, -0.71, 6.27], [-1.56, -4.14, -1.48], [-5.06, 3.66, 0.15], [1.11, -3.21, 3.31], [0.20, -4.89, 2.29], [3.07, -4.97, -2.32], [-1.23, -0.69, 0.58], [4.46, -5.21, -2.42], [-5.75, -3.84, -1.03], [-0.22, 0.63, 5.79], [3.23, 9.56, 3.21], [7.75, 0.11, -1.76], [8.52, 0.48, -1.08], [0.48, -0.63, 7.03], [0.07, 3.77, 0.81], [2.64, -4.39, 4.19], [-5.90, 0.55, -3.14], [-2.89, -1.79, -3.24], [-5.01, 1.07, 1.18], [5.54, -1.33, 1.42], [-4.76, 2.16, -0.88], [-3.50, 0.93, 2.17], [-9.02, -2.56, -1.86], [2.63, 10.47, 3.27], [-2.01, 0.02, 0.32], [-3.14, 4.62, -0.41], [-0.14, 7.66, 4.28], [-3.35, -2.67, 2.14], [-1.14, -0.59, 1.66], [0.36, -4.70, -0.84], [-2.09, -0.10, 5.09], [2.04, -4.69, -3.78], [-1.10, 0.58, 3.71], [4.62, -5.97, -3.18], [-1.08, -4.55, -0.59], [2.05, 1.58, -4.03], [1.59, 3.81, -3.84], [1.22, -0.07, 0.67], [3.63, 9.56, 2.20], [6.60, 0.64, 0.21], [-6.42, -3.17, -1.38], [-4.34, 3.00, -0.32], [0.29, -5.68, -2.69], [-2.53, 0.66, -2.67], [-0.91, 5.26, -2.75], [7.10, -4.00, -0.96], [4.82, -6.41, -0.86], [-2.68, 4.66, -3.62], [1.94, -2.36, -3.96], [-1.56, -1.72, 0.44], [0.54, 3.95, 3.20], [0.49, 2.78, 0.96], [1.81, 5.70, 4.89], [4.52, 1.24, 1.69], [-9.23, -3.57, -3.77], [0.75, -5.83, -1.71], [3.08, 0.29, 2.72], [1.84, 8.39, 4.69], [1.23, 6.10, 4.17], [1.01, -3.60, -7.14], [-1.50, 3.41, -3.83], [-11.05, -3.41, -4.59], [4.67, -4.68, -0.34]], "smiles": "COCCNCCOC.COCCNCCOC.COCCNCCOC.COCCNCCOC.CC(C)O.CC(C)O.CC(C)O.CC(C)O.CC(C)O.CC(C)O.CC(C)O.CO", "de_lowest_kcal_mol": 81.22, "e_lumo_ev": 0.49}


Record 2
{"formula": "C46H123N7O16", "method": "wB97M-V/def2-TZVPD", "elements": ["N", "H", "H", "H", "C", "H", "H", "H", "H", "H", "H", "C", "H", "H", "O", "H", "H", "C", "H", "H", "H", "C", "H", "H", "C", "N", "H", "N", "H", "H", "H", "C", "H", "C", "O", "H", "H", "H", "H", "O", "H", "C", "H", "H", "H", "C", "H", "O", "C", "H", "C", "C", "H", "H", "H", "N", "H", "H", "H", "H", "H", "H", "C", "H", "H", "H", "H", "H", "H", "H", "H", "C", "O", "H", "H", "C", "O", "C", "H", "H", "C", "H", "H", "C", "N", "H", "H", "H", "H", "H", "H", "C", "H", "H", "H", "H", "H", "N", "C", "H", "H", "H", "C", "H", "H", "H", "C", "H", "H", "H", "H", "H", "H", "H", "C", "H", "C", "C", "H", "C", "C", "H", "H", "H", "H", "O", "H", "H", "O", "O", "H", "C", "H", "C", "C", "O", "C", "H", "H", "C", "H", "C", "H", "H", "H", "H", "H", "H", "O", "H", "C", "H", "H", "H", "H", "O", "H", "H", "C", "O", "H", "O", "H", "H", "H", "O", "O", "C", "H", "C", "H", "C", "H", "C", "H", "H", "C", "H", "H", "C", "H", "H", "H", "C", "N", "C", "H", "C", "C", "H", "H", "C"], "positions_angstrom": [[-9.14, -1.56, 2.63], [2.60, 1.53, -1.55], [-1.02, -2.71, -5.96], [5.26, 0.01, -1.14], [2.27, -3.75, -0.64], [-11.01, -0.71, 1.89], [7.08, 5.74, 0.04], [5.41, 4.74, 1.43], [-2.39, -2.57, -3.04], [0.80, -3.81, 2.05], [-5.45, -2.25, -0.25], [-4.07, -0.40, 3.65], [3.84, -0.86, 1.89], [6.45, -6.43, -2.30], [-2.79, -0.53, -2.83], [2.11, 5.31, -4.68], [5.22, 0.47, 3.32], [6.35, -4.88, -3.91], [7.44, 4.28, 4.24], [-3.28, 2.36, -0.62], [9.07, 4.71, 1.20], [-3.41, -4.84, -1.04], [5.49, 2.16, 1.43], [0.04, 3.09, -4.04], [-0.40, 2.24, 3.86], [-1.49, 2.00, 2.88], [-7.49, -3.29, 0.29], [5.76, -3.85, -3.06], [2.30, -5.52, 4.34], [3.51, 2.71, 0.17], [-1.89, 3.62, 0.93], [0.72, 5.11, 5.87], [0.59, 5.67, -3.81], [-2.73, 3.24, -0.94], [7.75, 5.49, 2.64], [-4.24, 4.44, 0.24], [-0.12, 5.02, 6.56], [-2.51, -0.94, -0.89], [-1.35, 0.67, 0.64], [-6.86, -1.49, 0.88], [3.54, -5.19, 2.37], [3.58, 3.77, -0.05], [2.05, -3.23, -1.57], [-3.83, 1.90, 1.23], [4.01, -3.26, -4.18], [-2.20, 3.03, -2.36], [-1.58, 2.14, -2.45], [-3.79, 0.25, 2.38], [-0.95, -1.39, -4.32], [1.62, 3.04, 1.38], [1.31, 4.89, -4.06], [4.70, -1.55, -3.18], [-0.67, 0.02, -1.66], [-0.09, -1.99, 1.41], [-4.24, -5.10, -0.38], [-1.61, 3.46, -0.02], [1.21, -5.37, 1.68], [-13.36, -1.81, 4.07], [0.58, 1.99, 3.46], [-1.66, 1.04, 2.62], [1.61, 4.27, 2.43], [2.07, 3.32, -5.96], [8.06, 5.15, 4.01], [2.94, 3.94, -0.93], [0.45, -2.45, -5.37], [1.60, 5.15, 6.51], [-7.06, -3.24, 2.01], [5.50, -5.42, -4.34], [4.22, 1.86, 3.00], [0.10, -5.15, 2.99], [7.76, 5.75, 4.87], [1.74, 4.13, 1.36], [5.86, -0.91, -2.86], [-8.54, -0.76, 2.47], [6.73, 0.61, -1.81], [9.09, -6.13, -1.61], [0.74, 3.97, 5.02], [-1.09, -0.36, 0.41], [4.06, -0.89, -3.75], [8.49, -6.47, -0.77], [-0.43, 3.71, 4.32], [7.96, 3.52, 1.99], [-2.22, -2.93, 0.67], [5.00, -2.88, -3.95], [5.87, 4.18, 0.72], [-3.15, 2.38, 4.24], [-10.18, 0.25, 4.42], [-4.86, 2.03, 2.64], [-1.21, -4.51, -0.66], [2.84, 0.50, 1.25], [7.61, 4.11, -0.34], [8.09, 4.55, 1.66], [4.40, -3.53, -0.71], [-2.11, 2.57, -4.81], [-1.91, -5.77, 0.20], [-1.66, 3.95, -2.60], [-4.75, -0.55, -3.29], [-2.25, -1.14, 0.07], [-4.12, -0.64, -2.40], [9.89, -5.59, -1.12], [9.41, -7.04, -2.13], [2.32, -2.89, 0.03], [0.65, 3.68, -4.73], [-1.73, -0.12, -5.89], [4.51, -4.91, -2.22], [-3.90, 2.38, -5.00], [7.18, 4.73, 0.44], [3.83, -4.75, 0.42], [-3.41, -0.22, 4.50], [-0.47, 1.54, 4.69], [-4.64, 4.32, -1.36], [-3.66, -3.86, -1.45], [-5.06, -0.68, 0.40], [-0.24, -1.33, -3.49], [-0.49, -1.01, 1.66], [-1.17, -1.07, 2.51], [5.73, 0.26, -2.09], [3.67, -4.32, -0.57], [2.76, 0.02, 2.98], [4.60, 0.95, 2.55], [-5.46, -1.65, 0.66], [6.51, -3.30, -2.65], [-1.07, 2.61, 0.03], [-14.19, -0.33, 3.68], [0.59, 6.06, 5.34], [8.27, -5.35, -2.48], [-9.28, -2.00, 0.47], [0.14, 4.02, -5.64], [0.97, 0.71, -0.51], [3.35, -4.44, 2.93], [-1.30, 3.89, 4.95], [-7.53, -2.69, 1.20], [0.08, 0.00, -5.64], [-3.09, 2.94, -4.53], [-0.90, -0.14, -5.18], [-12.22, -0.02, 4.10], [-10.57, -1.23, 2.74], [-4.92, -2.14, 1.47], [-10.94, -1.29, 4.79], [2.14, -4.71, 3.62], [-4.32, -1.65, -2.04], [1.85, 0.75, -1.65], [5.37, 3.85, -1.34], [1.76, 4.63, -3.09], [-3.35, 5.46, -0.88], [-5.12, -0.24, 3.91], [0.38, -0.39, 1.86], [5.63, -2.65, -4.81], [-3.38, 2.81, -3.13], [7.06, -4.52, -4.65], [7.10, -5.92, -3.01], [1.90, -3.90, 4.30], [4.18, -1.86, -2.27], [-2.99, 3.53, 3.01], [-9.53, -3.33, 1.62], [5.36, 1.21, 1.44], [9.09, 4.84, 4.17], [-3.93, -1.47, 3.46], [-3.89, 1.68, 2.30], [1.77, 2.89, -5.16], [4.81, 5.37, -0.64], [-2.33, -3.86, 0.89], [-1.06, 0.69, -4.49], [-11.10, -2.17, 2.87], [-13.14, -1.08, 2.48], [3.02, 4.58, 1.01], [3.86, -5.28, -1.62], [-13.25, -0.86, 3.54], [-3.08, -1.95, -4.43], [-2.37, -1.67, -3.65], [-2.91, -0.63, 0.64], [-9.01, -2.38, 1.46], [0.89, 4.55, 0.82], [-3.75, 4.46, -0.74], [1.33, 0.87, -2.60], [-3.33, -5.43, -1.95], [1.02, -4.75, 2.55], [1.48, -4.45, -0.40], [0.35, -1.23, -0.92], [-2.84, 2.46, 3.19], [-4.39, 0.15, -1.71], [-0.36, 4.38, 3.47], [7.37, -6.72, -3.70], [3.40, 0.12, 2.10], [-0.51, -2.58, -5.10], [-10.89, -0.49, 4.06], [2.37, -0.21, -1.73], [-0.07, -0.23, -0.78], [-2.15, -4.78, -0.19], [5.09, 1.00, -2.57], [-2.96, 3.98, -4.83], [4.96, 4.31, -0.44]], "smiles": "COC[C@H](C)N.COC[C@H](C)N.COC[C@H](C)N.COCCNCCOC.COCCNCCOC.COCCNCCOC.COCCNCCOC.CCO.CCO.CCO.CCO.CCO", "e_lumo_ev": 0.52}